Record 1
C12H48N18O12 | ωB97M-V/def2-TZVPD

Each line ends with the Löwdin charge.
Geometry (Å):
C: -19.616 21.319 -12.792  -0.56
O: -19.462 22.580 -13.421  -0.08
N: -19.616 21.145 -11.484  0.13
N: -19.612 20.183 -13.434  0.14
H: -19.441 21.966 -10.855  0.17
H: -19.951 20.245 -11.111  0.13
H: -19.664 20.234 -14.445  0.14
H: -19.865 19.245 -13.065  0.16
C: -14.719 16.921 -9.565  -0.66
O: -13.687 16.727 -8.704  -0.09
N: -15.719 16.120 -9.651  0.20
N: -14.604 17.788 -10.473  0.11
H: -15.667 15.261 -9.127  0.13
H: -16.584 16.315 -10.134  0.05
H: -13.573 18.133 -10.517  0.09
H: -15.324 17.821 -11.161  0.07
C: -16.479 18.563 -13.878  -0.58
O: -16.671 18.154 -12.567  -0.14
N: -15.612 18.005 -14.624  0.22
N: -17.136 19.538 -14.452  0.12
H: -15.209 17.128 -14.350  0.14
H: -15.237 18.458 -15.443  0.14
H: -17.973 19.899 -13.839  0.11
H: -17.186 19.541 -15.528  0.19
C: -16.299 20.947 -10.252  -0.56
O: -16.580 22.045 -9.471  -0.14
N: -17.004 20.711 -11.356  0.14
N: -15.183 20.334 -10.169  0.13
H: -18.032 20.985 -11.469  0.05
H: -16.595 20.070 -11.986  0.05
H: -14.477 20.682 -9.393  0.04
H: -14.979 19.359 -10.469  0.06
C: -12.710 20.680 -7.718  -0.56
O: -11.834 21.441 -6.961  -0.04
N: -12.782 19.368 -7.872  0.16
N: -13.612 21.214 -8.443  0.10
H: -12.211 18.945 -7.096  0.18
H: -13.603 18.831 -8.013  0.09
H: -13.240 22.105 -8.773  0.16
H: -14.342 21.573 -7.724  0.09
C: -11.157 18.260 -10.429  -0.62
O: -10.385 18.068 -9.279  -0.11
N: -12.242 18.917 -10.369  0.11
N: -10.822 17.859 -11.587  0.19
H: -12.490 19.103 -9.327  0.07
H: -12.410 19.625 -11.038  0.06
H: -9.972 17.306 -11.700  0.14
H: -11.224 18.059 -12.477  0.10
C: -14.834 22.841 -6.162  -0.64
O: -14.038 22.535 -5.083  -0.10
N: -15.548 21.935 -6.767  0.12
N: -14.995 24.043 -6.641  0.19
H: -15.509 20.941 -6.409  0.17
H: -16.276 22.215 -7.469  0.11
H: -14.268 24.694 -6.373  0.13
H: -15.702 24.282 -7.309  0.05
C: -16.203 22.540 -15.962  -0.66
O: -17.118 22.221 -16.982  -0.17
N: -15.474 23.558 -16.033  0.18
N: -15.921 21.817 -14.919  0.13
H: -15.719 24.059 -16.894  0.15
H: -14.908 23.964 -15.294  0.14
H: -16.442 20.905 -14.744  0.03
H: -15.209 22.026 -14.188  0.12
C: -16.427 24.538 -11.918  -0.63
O: -16.358 25.642 -12.723  -0.13
N: -16.828 23.403 -12.382  0.16
N: -15.878 24.471 -10.711  0.15
H: -17.213 23.451 -13.301  0.08
H: -16.872 22.487 -11.860  0.08
H: -15.620 25.382 -10.339  0.12
H: -16.090 23.731 -10.032  0.04
C: -18.205 18.050 -10.081  -0.17
O: -18.121 16.797 -10.691  -0.13
H: -18.712 17.981 -9.080  0.11
H: -18.798 18.774 -10.699  0.05
H: -17.300 18.597 -9.834  0.06
H: -17.747 16.959 -11.583  0.06
C: -13.676 20.112 -12.964  -0.18
O: -13.229 20.894 -11.918  -0.11
H: -14.651 20.358 -13.198  0.02
H: -13.498 19.064 -12.778  0.07
H: -13.169 20.381 -13.897  0.11
H: -13.939 20.832 -11.244  0.03
C: -18.332 25.230 -7.384  -0.09
O: -17.255 24.540 -8.056  -0.15
H: -19.311 24.779 -7.497  0.08
H: -18.543 26.156 -7.767  0.05
H: -18.159 25.410 -6.325  0.09
H: -17.607 24.226 -8.876  0.05

Orbital gap = 7.9 eV
Relative energy (zero: lowest compared OMol25 entry of this formula, charge and spin) = 13.899 eV
Total charge = 0
Largest force on an atom = 10.91 eV/Å
Structure (SMILES) = NC(N)=O.NC(N)=O.NC(N)=O.NC(N)=O.NC(N)=O.NC(N)=O.NC(N)=O.NC(N)=O.NC(N)=O.CO.CO.CO
Energy = -64609.104 eV
HOMO energy = -8.78 eV

---

Record 2
C12H48O12 | ωB97M-V/def2-TZVPD

Each line ends with the Löwdin charge.
Geometry (Å):
C: -10.277 37.984 12.289  -0.11
O: -11.472 38.397 12.941  -0.14
H: -10.255 38.312 11.244  0.09
H: -9.398 38.346 12.829  0.06
H: -10.235 36.895 12.272  0.08
H: -11.443 39.349 13.064  0.06
C: -6.884 36.688 12.522  -0.11
O: -7.443 36.648 13.838  -0.17
H: -7.379 36.009 11.827  0.08
H: -7.109 37.686 12.137  0.08
H: -5.804 36.557 12.562  0.08
H: -7.744 35.729 13.993  0.04
C: -11.630 40.237 15.301  -0.10
O: -11.403 38.839 15.500  -0.15
H: -11.096 40.768 16.095  0.09
H: -11.184 40.549 14.354  0.07
H: -12.678 40.508 15.372  0.09
H: -10.451 38.745 15.624  0.06
C: -13.575 34.746 16.640  -0.20
O: -14.277 33.562 16.970  -0.12
H: -12.506 34.625 16.825  0.06
H: -13.709 35.052 15.601  0.10
H: -13.916 35.611 17.211  0.07
H: -14.327 32.994 16.200  0.08
C: -14.369 38.429 17.076  -0.11
O: -13.468 37.348 16.853  -0.18
H: -13.961 39.177 17.762  0.08
H: -14.701 38.854 16.128  0.08
H: -15.233 38.020 17.604  0.08
H: -12.805 37.707 16.238  0.06
C: -14.395 38.603 11.120  -0.18
O: -13.870 37.343 11.449  -0.12
H: -13.667 39.150 10.502  0.07
H: -15.315 38.535 10.546  0.08
H: -14.567 39.251 11.989  0.07
H: -13.001 37.447 11.849  0.04
C: -9.541 31.131 15.584  -0.18
O: -10.392 30.044 15.867  -0.10
H: -9.993 32.114 15.751  0.07
H: -8.638 31.113 16.205  0.08
H: -9.229 31.097 14.541  0.07
H: -10.754 30.167 16.749  0.08
C: -9.069 33.695 13.211  -0.13
O: -8.048 33.974 14.172  -0.14
H: -9.973 33.318 13.696  0.07
H: -9.351 34.612 12.697  0.07
H: -8.751 32.931 12.499  0.09
H: -7.461 33.215 14.224  0.10
C: -10.373 35.952 15.672  -0.13
O: -11.370 35.887 14.651  -0.11
H: -9.622 36.724 15.514  0.06
H: -10.876 36.088 16.635  0.06
H: -9.936 34.955 15.764  0.08
H: -11.372 36.748 14.217  0.03
C: -6.751 36.158 16.885  -0.16
O: -6.677 35.520 18.143  -0.10
H: -6.218 37.109 16.868  0.08
H: -6.326 35.470 16.147  0.07
H: -7.755 36.387 16.515  0.05
H: -7.539 35.192 18.407  0.07
C: -7.566 40.115 14.955  -0.13
O: -8.379 38.942 15.016  -0.17
H: -7.341 40.439 13.936  0.08
H: -8.068 40.922 15.489  0.08
H: -6.641 39.908 15.504  0.08
H: -7.839 38.224 14.639  0.03
C: -12.564 34.501 18.868  -0.17
O: -11.836 35.481 18.183  -0.20
H: -13.334 34.928 19.518  0.10
H: -13.085 33.776 18.227  0.05
H: -11.878 33.884 19.449  0.09
H: -12.436 36.110 17.745  0.03

Orbital gap = 8.9 eV
Relative energy (zero: lowest compared OMol25 entry of this formula, charge and spin) = 7.052 eV
Total charge = 0
Largest force on an atom = 2.39 eV/Å
Structure (SMILES) = CO.CO.CO.CO.CO.CO.CO.CO.CO.CO.CO.CO
Energy = -37785.459 eV
HOMO energy = -8.59 eV

---

Q: The highest largest force on an atom belongs to which entry?
A: C12H48N18O12

---

Q: Which value of energy does entry 1 give?
A: -64609.104 eV

---

Q: The lowest relative energy (zero: lowest compared OMol25 entry of this formula, charge and spin) belongs to which entry?
A: C12H48O12